# 1
Computed, not measured: a 2-piece molecular cluster, C12H14Si overall at a distorted geometry, with ωB97M-V/def2-TZVPD.

ORCA input file:
```
! RIJCOSX wB97M-V def2-TZVPD def2/J DEFGRID3
* xyz 0 1
C 2.33 0.73 2.81
C 1.98 0.17 1.66
Si 0.66 0.86 0.38
C -0.55 2.18 0.36
C -0.52 3.42 1.30
C 0.41 -0.20 -1.10
C -0.89 -0.61 -1.41
C -1.11 -1.15 -2.71
C -0.16 -1.13 -3.67
C 1.11 -0.67 -3.34
C 1.40 -0.23 -2.09
H 3.15 0.51 3.47
H 1.93 1.65 3.22
H 2.49 -0.73 1.32
H -1.50 2.14 -0.12
H -1.43 3.31 2.04
H -0.87 4.32 0.73
H 0.43 3.58 1.76
H -1.55 -0.65 -0.48
H -1.96 -1.61 -3.13
H -0.32 -1.61 -4.63
H 1.89 -0.73 -4.10
H 2.40 -0.16 -1.69
C -2.78 -3.69 2.47
C -1.89 -3.06 2.05
H -3.61 -4.04 3.05
H -1.02 -2.62 1.81
*
```

Computed properties:
**Orbital gap**: 7.56 eV
**Energy above the lowest of the compared OMol25 structures with the same formula, charge and spin**: 95.7 kcal per mole
**HOMO energy**: -7.44 eV
**SMILES**: C=C/[Si](=C\C)c1ccccc1.C#C
**Total energy**: -754.91953 Ha
**LUMO energy**: 0.1185 eV

# 2
Computed, not measured: C12H15AlBr4N3O2 as an isolated structure, with ωB97M-V/def2-TZVPD.

ORCA input file:
```
! RIJCOSX wB97M-V def2-TZVPD def2/J DEFGRID3
* xyz 1 1
Al 0.14 0.21 0.04
C -1.11 -0.60 2.39
C -1.23 -1.88 1.54
N -0.48 -1.71 0.26
C 0.74 -2.57 0.14
C 1.94 -1.77 -0.39
N 2.04 -0.42 0.24
C 2.53 -0.36 1.63
C 1.38 -0.59 2.62
N 0.17 0.08 2.09
H -1.23 -0.82 3.45
H -1.90 0.10 2.10
H -2.28 -2.05 1.33
H -0.86 -2.75 2.08
H -1.09 -1.93 -0.52
H 0.57 -3.39 -0.54
H 0.97 -3.00 1.11
H 1.80 -1.60 -1.46
H 2.86 -2.35 -0.24
H 2.67 0.11 -0.35
H 2.93 0.65 1.78
H 3.34 -1.07 1.80
H 1.65 -0.21 3.60
H 1.18 -1.66 2.73
H 0.11 1.03 2.45
Br -3.27 4.91 -3.21
C -2.19 3.43 -2.78
C -1.61 2.66 -3.79
Br -1.92 3.08 -5.60
C -0.80 1.57 -3.47
Br 0.00 0.47 -4.77
C -0.58 1.27 -2.14
O 0.19 0.24 -1.70
C -1.16 2.04 -1.12
O -0.86 1.63 0.14
C -1.96 3.12 -1.43
Br -2.71 4.11 -0.02
*
```

Computed properties:
**Orbital gap**: 7.62 eV
**HOMO energy**: -10.53 eV
**Total energy**: -11319.47731 Ha
**LUMO energy**: -2.9100 eV

# 3
Computed, not measured: C12H15BCl2N2O4S as an isolated structure at a distorted geometry, with ωB97M-V/def2-TZVPD.

ORCA input file:
```
! RIJCOSX wB97M-V def2-TZVPD def2/J DEFGRID3
* xyz -2 1
C -2.39 3.63 3.86
C -1.84 2.85 2.67
Cl -3.28 2.29 1.74
C -0.90 1.66 3.04
Cl -1.23 1.09 4.72
C -0.95 0.52 2.03
C -1.62 -0.69 2.33
C -1.69 -1.70 1.40
C -1.10 -1.52 0.13
N -1.09 -2.38 -0.90
S -0.28 -1.67 -2.11
N 0.07 -0.27 -1.39
C -0.43 -0.30 -0.15
C -0.35 0.74 0.80
C 0.37 1.97 0.33
B 1.76 1.62 -0.36
O 2.25 2.42 -1.39
O 2.52 0.57 0.09
H -1.62 3.87 4.59
H -3.21 3.07 4.30
H -2.82 4.55 3.47
H -1.31 3.51 2.00
H 0.11 2.04 3.06
H -2.09 -0.83 3.28
H -2.22 -2.61 1.65
H -0.29 2.52 -0.34
H 0.60 2.67 1.14
H 1.70 2.34 -2.18
H 2.64 -0.04 -0.65
O 3.30 -5.51 -4.96
C 3.04 -4.19 -4.98
C 1.64 -3.79 -4.31
O 1.36 -2.46 -4.35
H 2.99 -3.72 -6.00
H 3.78 -3.54 -4.44
H 1.71 -4.23 -3.28
H 0.89 -4.45 -4.82
*
```

Computed properties:
**Orbital gap**: 2.19 eV
**HOMO energy**: 1.41 eV
**Total energy**: -2220.13413 Ha
**LUMO energy**: 3.5982 eV